Arrangement w

A single C5H10N2O2 molecule, computed with ωB97M-V/def2-TZVPD.

Computed properties:
HOMO level ... -10.155 eV
Frontier orbital gap ... 10.044 eV
SMILES ... [H]/N=C(/C)C(C)(C)[N+](=O)[O-]

The geometry in XYZ format:
```
19
C5H10N2O2 | the OMol25 dataset | ωB97M-V/def2-TZVPD
H 2.092 0.107 -0.690
N 1.683 -0.844 -0.473
C 0.481 -0.934 -0.265
C -0.004 -2.376 -0.029
C -0.461 0.239 -0.157
C -0.191 0.904 1.210
C -0.271 1.121 -1.289
N -1.902 -0.014 -0.255
O -2.327 -0.375 -1.320
O -2.599 -0.127 0.762
H -0.784 -2.232 0.801
H -0.491 -3.027 -0.777
H 0.765 -2.955 0.390
H 0.604 1.598 1.214
H 0.207 0.073 1.875
H -1.254 1.105 1.561
H 0.730 1.559 -1.240
H -0.916 1.963 -1.438
H -0.340 0.482 -2.157
```

natural (NBO) population analysis, charges in e, atoms 1 to 4: 0.340 -0.609 0.344 -0.674

Arrangement x

A single C5H10N2O2 molecule, computed with ωB97M-V/def2-TZVPD.

Computed properties:
HOMO level ... -8.715 eV
Frontier orbital gap ... 9.520 eV
SMILES ... C/N=C(N)\C=C(\O)OC

The geometry in XYZ format:
```
19
C5H10N2O2 | the OMol25 dataset | ωB97M-V/def2-TZVPD
C 0.635 -2.042 0.378
N 0.351 -1.480 -0.914
C -0.471 -0.523 -1.081
N -0.649 -0.041 -2.363
C -1.318 0.144 -0.067
C -0.896 0.752 1.041
O -1.605 1.385 1.971
O 0.420 1.107 1.418
C 1.382 1.382 0.401
H 0.528 -3.127 0.302
H 1.671 -1.828 0.653
H -0.021 -1.704 1.187
H -0.307 -0.643 -3.095
H -1.516 0.431 -2.559
H -2.389 0.062 -0.181
H -0.715 1.766 2.443
H 1.784 0.458 -0.011
H 2.180 1.942 0.888
H 0.935 1.958 -0.410
```

natural (NBO) population analysis, charges in e, atoms 1 to 4: -0.434 -0.505 0.421 -0.812

The winner here is arrangement x, beating the second structure by 2.713 eV.

Arrangement w

A single C5H10N2O2 molecule, computed with ωB97M-V/def2-TZVPD.

Computed properties:
HOMO level ... -9.239 eV
Frontier orbital gap ... 9.814 eV
SMILES ... [H]/N=C(\N)[C@@](C)(C=O)OC

The geometry in XYZ format:
```
19
C5H10N2O2 | the OMol25 dataset | ωB97M-V/def2-TZVPD
H -0.788 2.661 1.217
N -0.316 1.645 1.178
C -0.364 1.226 -0.025
N -0.597 1.571 -1.253
C 0.049 -0.364 0.170
C 0.658 -0.443 1.590
C -1.029 -1.474 -0.021
O -2.253 -1.215 -0.237
O 0.988 -0.692 -0.749
C 2.346 -0.351 -0.656
H -1.628 1.932 -1.623
H -0.668 0.653 -1.851
H 0.099 0.201 2.398
H 0.684 -1.514 1.748
H 1.570 0.195 1.798
H -0.838 -2.627 0.184
H 2.322 0.803 -1.042
H 2.576 -0.173 0.626
H 3.221 -0.954 -1.395
```

natural (NBO) population analysis, charges in e, atoms 1 to 4: 0.327 -0.698 0.439 -0.820

Arrangement x

2 unconnected molecules or ions with the total composition C5H10N2O2, computed with ωB97M-V/def2-TZVPD.

Computed properties:
HOMO level ... -9.680 eV
Frontier orbital gap ... 10.221 eV
SMILES ... [H]/N=C(/N)C=O.CC(C)=O

The geometry in XYZ format:
```
19
C5H10N2O2 | the OMol25 dataset | ωB97M-V/def2-TZVPD
H -0.063 1.264 -2.341
N -0.647 1.570 -1.558
C 0.015 1.573 -0.452
N -0.592 1.919 0.721
C 1.592 1.277 -0.398
O 2.220 1.704 0.556
H -1.453 2.436 0.590
H 0.041 2.294 1.422
H 2.000 1.051 -1.392
C 0.130 -1.278 1.481
C 0.177 -1.299 -0.022
C -1.042 -1.791 -0.747
O 1.263 -1.147 -0.624
H 0.878 -0.579 1.863
H 0.358 -2.280 1.852
H -0.857 -0.967 1.828
H -1.066 -2.883 -0.706
H -1.946 -1.393 -0.282
H -1.008 -1.471 -1.791
```

natural (NBO) population analysis, charges in e, atoms 1 to 4: 0.342 -0.699 0.331 -0.821

Arrangement y

A molecular structure, C5H10N2O2, computed with ωB97M-V/def2-TZVPD.

Computed properties:
HOMO level ... -8.669 eV
Frontier orbital gap ... 8.605 eV

The geometry in XYZ format:
```
19
C5H10N2O2 | the OMol25 dataset | ωB97M-V/def2-TZVPD
C 0.270 1.240 0.001
C -0.881 0.232 0.137
C -0.974 -0.713 1.322
C 0.865 -1.558 -1.335
C -0.417 -0.771 -1.362
N 1.548 0.896 0.576
N -0.674 2.017 0.869
O -1.133 3.066 0.360
O -1.224 -0.872 -2.256
H 0.345 1.683 -0.992
H -1.865 0.476 -0.268
H 2.182 1.683 0.452
H 1.464 0.770 1.581
H -1.245 -1.727 1.014
H -0.042 -0.784 1.887
H -1.757 -0.377 2.007
H 0.840 -2.243 -0.484
H 0.975 -2.128 -2.261
H 1.722 -0.890 -1.246
```

natural (NBO) population analysis, charges in e, atoms 1 to 4: 0.022 -0.301 -0.626 -0.749

The winner here is arrangement x, beating the second structure by 3.621 eV.

Arrangement w

A single C5H10N2O2 molecule, computed with ωB97M-V/def2-TZVPD.

Computed properties:
HOMO level ... -8.483 eV
Frontier orbital gap ... 9.090 eV
SMILES ... [H]/N=C(\C=C(/C)O)N(C)O

The geometry in XYZ format:
```
19
C5H10N2O2 | the OMol25 dataset | ωB97M-V/def2-TZVPD
H -0.421 1.012 -2.889
N -1.028 0.823 -2.100
C -0.405 0.623 -0.998
C 0.993 0.645 -0.643
C 1.386 -0.335 0.235
C 1.020 -1.785 0.200
O 2.472 -0.143 1.029
N -1.124 0.079 0.080
C -1.312 0.855 1.290
O -2.356 -0.492 -0.313
H 1.633 1.460 -0.953
H 0.737 -2.116 1.206
H 0.194 -1.966 -0.481
H 1.899 -2.356 -0.096
H 2.851 0.737 0.878
H -0.343 1.189 1.641
H -1.961 1.719 1.111
H -1.772 0.212 2.035
H -2.463 -0.161 -1.232
```

natural (NBO) population analysis, charges in e, atoms 1 to 4: 0.357 -0.759 0.403 -0.474

Arrangement x

A single C5H10N2O2 molecule, computed with ωB97M-V/def2-TZVPD.

Computed properties:
HOMO level ... -8.589 eV
Frontier orbital gap ... 9.199 eV
SMILES ... O=CNN1CC[C@@H]1CO

The geometry in XYZ format:
```
19
C5H10N2O2 | the OMol25 dataset | ωB97M-V/def2-TZVPD
O 3.234 0.513 0.059
C 2.383 -0.399 0.194
N 1.007 -0.248 -0.488
N 0.043 -0.803 0.031
C -0.990 -1.574 -0.613
C -2.022 -0.887 0.347
C -0.904 -0.135 0.858
C -0.803 1.361 0.602
O -1.370 1.724 -0.781
H 2.279 -1.570 0.402
H 1.015 0.626 -1.021
H -0.883 -2.651 -0.510
H -1.078 -1.245 -1.807
H -2.694 -1.592 0.937
H -2.811 -0.451 -0.422
H -0.892 -0.075 1.879
H 0.258 1.808 0.526
H -1.527 1.700 1.455
H -1.913 2.721 -0.797
```

natural (NBO) population analysis, charges in e, atoms 1 to 4: -0.565 0.512 -0.459 -0.275

The winner here is arrangement w, beating the second structure by 3.202 eV.

Arrangement w

A single C5H10N2O2 molecule, computed with ωB97M-V/def2-TZVPD.

Computed properties:
HOMO level ... -7.296 eV
Frontier orbital gap ... 7.971 eV
SMILES ... CC(C)=[N+]([O-])/C(O)=C/N

The geometry in XYZ format:
```
19
C5H10N2O2 | the OMol25 dataset | ωB97M-V/def2-TZVPD
C -2.452 -0.116 0.836
C -1.001 0.114 0.568
C -0.130 0.528 1.708
N -0.631 0.128 -0.692
O -1.469 0.311 -1.693
C 0.719 0.162 -1.127
O 0.809 0.597 -2.387
C 1.655 -0.574 -0.469
N 2.972 -0.539 -0.853
H -3.036 0.799 0.725
H -2.601 -0.473 1.860
H -2.847 -0.837 0.120
H 0.209 -0.337 2.287
H -0.705 1.163 2.384
H 0.747 1.080 1.374
H -0.305 0.639 -2.608
H 1.417 -1.181 0.384
H 3.130 -0.096 -1.747
H 3.521 -1.367 -0.671
```

natural (NBO) population analysis, charges in e, atoms 1 to 4: -0.661 0.256 -0.660 0.046

Arrangement x

A single C5H10N2O2 molecule, computed with ωB97M-V/def2-TZVPD.

Computed properties:
HOMO level ... -9.605 eV
Frontier orbital gap ... 10.120 eV
SMILES ... C=C(C)[C@H](C)/N=[N+](/[O-])O

The geometry in XYZ format:
```
19
C5H10N2O2 | the OMol25 dataset | ωB97M-V/def2-TZVPD
C -2.153 0.149 -1.135
C -1.033 0.545 -0.508
C -1.045 1.761 0.371
C 0.202 -0.636 -0.717
C 0.132 -1.746 0.424
N 1.709 -0.497 -0.892
N 2.407 -0.003 0.019
O 3.650 -0.044 -0.024
O 1.846 0.518 1.089
H -3.024 0.725 -0.808
H -2.217 -0.778 -1.660
H -0.207 2.478 0.230
H -0.851 1.529 1.355
H -1.972 2.334 0.437
H -0.185 -1.066 -1.665
H -0.941 -1.840 0.562
H 0.709 -1.617 1.312
H 0.412 -2.663 -0.079
H 2.562 0.851 1.685
```

natural (NBO) population analysis, charges in e, atoms 1 to 4: -0.440 0.048 -0.665 -0.089

Arrangement y

2 unconnected molecules or ions with the total composition C5H10N2O2, computed with ωB97M-V/def2-TZVPD.

Computed properties:
HOMO level ... -6.485 eV
Frontier orbital gap ... 7.309 eV

The geometry in XYZ format:
```
19
C5H10N2O2 | the OMol25 dataset | ωB97M-V/def2-TZVPD
C -0.694 -1.835 -0.109
C -2.029 -1.889 0.156
C -0.448 -0.439 -0.492
C -1.699 1.613 -0.318
C 1.074 0.992 0.395
N -2.534 -0.573 0.150
N -1.585 0.286 -0.249
O 3.446 -1.113 -0.331
O 0.704 0.200 -0.707
H -0.043 -2.695 -0.148
H -2.802 -2.616 0.356
H 3.417 -1.942 -0.987
H -2.742 1.965 -0.430
H -0.941 2.095 -0.939
H 1.510 1.834 -0.027
H 1.746 0.556 1.087
H 0.226 1.377 0.859
H -3.314 -0.033 0.126
H 2.521 -0.701 -0.275
```

natural (NBO) population analysis, charges in e, atoms 1 to 4: -0.323 -0.085 0.347 -0.574

Arrangement z

2 unconnected molecules or ions with the total composition C5H10N2O2, computed with ωB97M-V/def2-TZVPD.

Computed properties:
HOMO level ... -6.838 eV
Frontier orbital gap ... 7.554 eV

The geometry in XYZ format:
```
19
C5H10N2O2 | the OMol25 dataset | ωB97M-V/def2-TZVPD
C -2.593 -1.192 -0.123
C -3.551 -0.700 -0.632
C 0.792 -0.060 -0.816
C 0.498 2.077 0.231
C 1.251 -1.822 0.531
N 2.353 0.558 0.770
N 1.241 0.774 0.126
O -0.157 0.395 -1.740
O 1.068 -1.343 -0.777
H -1.669 -1.457 0.286
H -4.423 -0.405 -1.083
H 0.414 2.370 1.286
H 1.277 2.713 -0.197
H -0.422 2.024 -0.376
H 0.359 -1.863 1.128
H 1.979 -1.163 1.004
H 1.463 -2.918 0.401
H 2.391 1.279 1.511
H -0.478 -0.417 -2.181
```

natural (NBO) population analysis, charges in e, atoms 1 to 4: -0.247 -0.203 0.697 -0.443

The winner here is arrangement w, beating the second structure by 2.075 eV.

Arrangement w

A gas-phase ion, C5H15N2 (charge +1), computed with ωB97M-V/def2-TZVPD.

Computed properties:
HOMO level ... -13.658 eV
Frontier orbital gap ... 10.624 eV
SMILES ... CCNC[C@@H](C)[NH3+]
Net charge ... +1

The geometry in XYZ format:
```
22
C5H15N2 | the OMol25 dataset | ωB97M-V/def2-TZVPD
C 0.725 -2.692 1.704
C -0.135 -1.513 1.297
N 0.505 -0.819 0.160
C -0.297 -0.216 -0.897
C 0.045 1.277 -1.070
C -1.015 2.108 -1.762
N 0.325 1.765 0.325
H 0.803 -3.416 0.895
H 1.747 -2.334 1.865
H 0.407 -3.214 2.598
H -1.141 -1.796 0.991
H -0.160 -0.836 2.134
H 1.403 -1.164 -0.145
H -0.245 -0.701 -1.868
H -1.350 -0.297 -0.595
H 0.980 1.403 -1.599
H -0.920 2.055 -2.836
H -2.030 1.799 -1.503
H -0.868 3.151 -1.487
H 1.046 2.480 0.323
H 0.668 0.781 0.714
H -0.495 2.180 0.757
```

natural (NBO) population analysis, charges in e, atoms 1 to 4: -0.619 -0.207 -0.669 -0.243

Arrangement x

A gas-phase ion, C5H15N2 (charge +1), computed with ωB97M-V/def2-TZVPD.

Computed properties:
HOMO level ... -14.368 eV
Frontier orbital gap ... 11.384 eV
SMILES ... CC[NH2+]C[C@H](C)N
Net charge ... +1

The geometry in XYZ format:
```
22
C5H15N2 | the OMol25 dataset | ωB97M-V/def2-TZVPD
C -0.047 -2.336 1.106
C 1.271 -1.807 0.591
N 1.192 -0.591 -0.196
C 0.302 0.529 0.466
C -0.204 1.563 -0.633
C -1.397 2.232 -0.092
N -0.279 0.808 -1.896
H -0.933 -2.181 0.511
H -0.282 -1.928 2.180
H 0.125 -3.387 1.188
H 1.616 -2.500 -0.155
H 2.024 -1.743 1.366
H 0.720 -0.777 -1.111
H 2.090 -0.097 -0.323
H 0.943 1.010 1.119
H -0.589 0.144 0.939
H 0.509 2.346 -0.757
H -1.347 2.701 0.878
H -2.291 1.428 0.216
H -1.884 2.921 -0.816
H -0.463 1.458 -2.679
H -1.077 0.207 -1.902
```

natural (NBO) population analysis, charges in e, atoms 1 to 4: -0.644 -0.232 -0.512 -0.218

The winner here is arrangement w, beating the second structure by 0.731 eV.

Arrangement w

A gas-phase ion, C5H15N2 (charge +1), computed with ωB97M-V/def2-TZVPD.

Computed properties:
HOMO level ... -12.327 eV
Frontier orbital gap ... 8.543 eV
SMILES ... NCCCCC[NH3+]
Net charge ... +1

The geometry in XYZ format:
```
22
C5H15N2 | the OMol25 dataset | ωB97M-V/def2-TZVPD
N 0.420 1.282 -2.016
C -0.918 0.487 -1.876
C -0.728 -0.978 -1.273
C 0.470 -1.380 -0.472
C 0.984 -0.389 0.688
C -0.130 -0.300 1.789
N 0.127 0.967 2.471
H 0.822 1.272 -2.931
H 0.214 2.208 -1.634
H -1.594 0.995 -1.216
H -1.347 0.433 -2.846
H -0.649 -1.729 -2.017
H -1.739 -1.096 -0.823
H 0.219 -2.307 0.149
H 1.358 -1.740 -1.125
H 1.295 0.679 0.361
H 1.924 -0.837 1.124
H -1.111 -0.278 1.416
H 0.041 -1.190 2.429
H -0.136 1.729 1.823
H -0.620 1.070 3.217
H 1.100 1.104 2.762
```

natural (NBO) population analysis, charges in e, atoms 1 to 4: -0.883 -0.212 -0.446 -0.390

Arrangement x

A gas-phase ion, C5H15N2 (charge +1), computed with ωB97M-V/def2-TZVPD.

Computed properties:
HOMO level ... -14.230 eV
Frontier orbital gap ... 11.462 eV
SMILES ... CC(C)[NH2+]CCN
Net charge ... +1

The geometry in XYZ format:
```
22
C5H15N2 | the OMol25 dataset | ωB97M-V/def2-TZVPD
C -2.019 -1.131 0.764
C -1.193 0.104 0.443
C -1.945 1.106 -0.421
N 0.041 -0.431 -0.281
C 1.039 0.540 -0.871
C 2.439 0.046 -0.509
N 2.425 -0.326 0.934
H -2.877 -0.893 1.390
H -2.392 -1.608 -0.150
H -1.490 -1.938 1.277
H -0.843 0.511 1.390
H -2.422 0.609 -1.268
H -1.226 1.809 -0.834
H -2.738 1.570 0.143
H 0.590 -0.977 0.412
H -0.301 -1.103 -0.970
H 0.762 1.502 -0.434
H 0.821 0.645 -1.930
H 3.208 0.804 -0.655
H 2.660 -0.823 -1.127
H 3.374 -0.488 1.244
H 2.086 0.474 1.454
```

natural (NBO) population analysis, charges in e, atoms 1 to 4: -0.643 -0.031 -0.631 -0.534

Arrangement y

2 unconnected molecules or ions with the total composition C5H15N2, computed with ωB97M-V/def2-TZVPD.

Computed properties:
HOMO level ... -13.496 eV
Frontier orbital gap ... 5.722 eV
Net charge ... +1

The geometry in XYZ format:
```
22
C5H15N2 | the OMol25 dataset | ωB97M-V/def2-TZVPD
C 0.402 0.662 1.734
C -0.469 0.439 0.402
C -0.819 -1.050 0.195
C 0.275 -1.960 -0.545
C 0.686 -1.218 -1.801
N 0.185 2.520 -1.971
N -0.194 0.345 3.091
H 0.657 1.635 1.784
H 1.227 -0.110 1.753
H -0.494 3.226 -2.418
H -1.174 1.267 0.331
H -1.105 -1.573 1.136
H -1.718 -1.223 -0.413
H -0.137 -2.947 -0.762
H 1.166 -2.242 0.196
H 1.640 -1.664 -2.074
H 0.818 -0.106 -1.577
H 1.033 2.993 -1.630
H -0.016 -1.350 -2.668
H -0.385 1.931 -1.333
H -0.624 -0.572 3.325
H -0.955 0.997 3.245
```

natural (NBO) population analysis, charges in e, atoms 1 to 4: -0.332 0.404 -0.580 -0.366

Arrangement z

A gas-phase ion, C5H15N2 (charge +1), computed with ωB97M-V/def2-TZVPD.

Computed properties:
HOMO level ... -13.565 eV
Frontier orbital gap ... 10.649 eV
SMILES ... CCNCC[NH2+]C
Net charge ... +1

The geometry in XYZ format:
```
22
C5H15N2 | the OMol25 dataset | ωB97M-V/def2-TZVPD
C -0.388 -2.064 2.176
C -1.111 -1.404 0.923
N -0.293 -0.722 -0.075
C -0.974 0.201 -1.202
C -0.622 1.666 -0.810
N 0.922 1.472 -0.136
C 1.964 1.300 -1.177
H -1.040 -2.660 2.812
H 0.510 -2.687 1.890
H 0.156 -1.310 2.704
H -1.696 -2.224 0.352
H -1.996 -0.830 1.261
H 0.362 -1.359 -0.440
H -2.159 0.080 -1.313
H -0.490 -0.019 -2.180
H -0.572 2.363 -1.638
H -1.268 1.961 0.117
H 1.304 2.106 0.642
H 0.722 0.433 0.296
H 1.913 0.259 -1.438
H 1.725 1.995 -1.977
H 3.033 1.441 -0.786
```

natural (NBO) population analysis, charges in e, atoms 1 to 4: -0.620 -0.232 -0.660 -0.264

The winner here is arrangement x, beating the second structure by 1.744 eV.